1.
DFT (wB97M-V/def2-TZVPD) results for 2 unconnected molecules or ions with the total composition H3NO2S at a distorted geometry.

Calculated values
ΔE to the lowest compared entry with this formula, charge and spin = 335.7 kJ/mol
SMILES = O=S.NO
Gap between HOMO and LUMO (spin up / spin down) = 0.2873 / 0.2846 hartree
2S+1 = 1

The geometry in XYZ format:
```
7
Properties=species:S:1:pos:R:3:forces:R:3
O 3.897641 0.701876 0.545865 -0.3 -0.6 -0.4
S 3.258099 -0.463293 -0.134595 0.3 0.6 0.4
N -0.431535 0.493326 -0.566254 -1.5 -1.2 -0.6
O -0.502311 -0.895629 -0.174657 2.0 0.7 0.1
H -0.247309 0.986246 0.269965 0.5 0.6 0.9
H 0.323859 0.580990 -1.223092 0.4 -0.2 0.0
H -1.390986 -1.178213 -0.279652 -1.3 0.1 -0.4
```
Forces are in eV/Å.

***

2.
DFT (wB97M-V/def2-TZVPD) results for a molecular structure, H3NO3P2 at a distorted geometry.

Calculated values
ΔE to the lowest compared entry with this formula, charge and spin = 145.1 kJ/mol
Total charge = -2
Gap between HOMO and LUMO = 0.2474 hartree
2S+1 = 1

The geometry in XYZ format:
```
9
Properties=species:S:1:pos:R:3:forces:R:3
N -0.638431 0.526866 0.324910 -1.4 -0.1 -0.7
O -1.919380 -1.861588 1.069268 0.5 0.9 -0.5
O -2.884254 0.327825 -0.341938 -1.3 -1.2 -0.3
O -1.282866 -1.567867 -1.369034 0.6 -0.2 -0.8
P -2.002138 1.594989 -0.016758 2.4 -1.2 2.2
P -1.487598 -0.931721 -0.049933 -1.5 2.1 1.6
H 1.800554 -0.379939 0.416292 -1.8 0.6 -0.7
H -2.487185 2.071656 1.608452 0.3 -0.5 -1.5
H 0.941745 -0.068241 0.201486 2.2 -0.4 0.8
```
Forces are in eV/Å.

***

3.
DFT (wB97M-V/def2-TZVPD) results for a molecular structure, H3NO3P2 at a distorted geometry.

Calculated values
ΔE to the lowest compared entry with this formula, charge and spin = 174.4 kJ/mol
Total charge = -2
Gap between HOMO and LUMO = 0.2576 hartree
2S+1 = 1

The geometry in XYZ format:
```
9
Properties=species:S:1:pos:R:3:forces:R:3
N 0.282103 0.031301 -1.545320 -0.7 0.6 1.0
O -1.365210 -1.114601 0.062435 2.8 1.5 -0.2
O -0.110787 -0.991978 2.287910 0.5 0.4 0.0
O -1.331220 1.109905 1.297530 1.3 -0.7 -0.1
P 1.317774 0.109919 -0.275525 0.6 2.4 1.0
P -0.491062 -0.157447 1.081097 -2.8 0.0 2.2
H 0.669394 -0.231359 -2.400144 0.9 -0.6 -1.6
H -0.554024 -0.673243 -0.650274 -2.5 -1.4 -1.9
H 1.583032 1.917504 0.142291 -0.3 -2.1 -0.5
```
Forces are in eV/Å.

***

4.
DFT (wB97M-V/def2-TZVPD) results for 4 unconnected molecules or ions with the total composition H3NO3PS at a distorted geometry.

Calculated values
ΔE to the lowest compared entry with this formula, charge and spin = 147.6 kJ/mol
Total charge = -1
Gap between HOMO and LUMO = 0.2914 hartree
2S+1 = 1

The geometry in XYZ format:
```
9
Properties=species:S:1:pos:R:3:forces:R:3
N 2.030197 1.545158 1.573275 -1.3 -1.8 0.5
O 0.624179 -2.821121 2.619990 0.2 -0.6 0.1
O -1.458520 -2.313923 1.602203 -0.8 0.6 -0.5
O 1.765280 -0.981029 1.149239 -1.1 -0.5 -0.1
P 1.011616 0.223515 1.717877 4.2 3.4 -1.1
S -0.051571 -2.511842 1.389445 0.7 -1.0 0.6
H -2.613792 1.049295 0.817442 2.9 -0.7 0.6
H 3.016082 1.349737 1.219526 -1.8 -0.2 0.4
H -1.789173 0.841547 0.990022 -2.9 0.7 -0.6
```
Forces are in eV/Å.

***

5.
DFT (wB97M-V/def2-TZVPD) results for 2 unconnected molecules or ions with the total composition H3NOPS at a distorted geometry.

Calculated values
ΔE to the lowest compared entry with this formula, charge and spin = 281.6 kJ/mol
Total charge = -1
Gap between HOMO and LUMO = 0.2041 hartree
2S+1 = 1

The geometry in XYZ format:
```
7
Properties=species:S:1:pos:R:3:forces:R:3
N -2.105324 0.304149 0.365662 -2.2 -0.8 0.2
O -2.464679 0.171707 -0.790553 2.0 0.7 1.7
P 1.915016 -0.475917 0.157046 0.9 -1.3 -2.2
S 1.671066 1.295822 -0.781641 -0.3 1.4 0.4
H -1.141365 0.643824 0.636231 0.4 0.1 -2.1
H 1.025349 -1.137910 -0.801023 0.5 -0.5 0.9
H 1.099936 -0.801674 1.214276 -1.3 0.4 1.1
```
Forces are in eV/Å.

***

6.
DFT (wB97M-V/def2-TZVPD) results for 2 unconnected molecules or ions with the total composition H3NOS at a distorted geometry.

Calculated values
ΔE to the lowest compared entry with this formula, charge and spin = 251.3 kJ/mol
Gap between HOMO and LUMO (spin up / spin down) = 0.3135 / 0.3135 hartree
2S+1 = 1

The geometry in XYZ format:
```
6
Properties=species:S:1:pos:R:3:forces:R:3
N 0.166876 -0.622509 0.501543 3.0 2.1 -3.7
O -2.033291 0.782168 0.323427 -2.0 -3.9 2.2
S -1.289665 -0.573194 -0.280574 -0.4 -0.6 -0.2
H 1.391821 -0.556588 -0.492393 -3.8 -0.2 3.1
H 0.264046 -1.502374 0.898059 0.7 -1.9 0.9
H -1.535960 1.379861 -0.097131 2.4 4.6 -2.3
```
Forces are in eV/Å.

***

7.
DFT (wB97M-V/def2-TZVPD) results for a single H3NOS2 molecule at a distorted geometry.

Calculated values
ΔE to the lowest compared entry with this formula, charge and spin = 246.1 kJ/mol
SMILES = SNOS
Gap between HOMO and LUMO = 0.3446 hartree
2S+1 = 1

The geometry in XYZ format:
```
7
Properties=species:S:1:pos:R:3:forces:R:3
S 1.568263 -0.339550 0.298158 -1.4 0.7 -0.9
N 0.364321 0.800710 -0.415263 1.7 -1.7 -1.3
O -0.840935 0.816951 0.213121 -2.1 0.4 1.8
S -1.872075 -0.520718 0.088876 1.3 0.4 -0.3
H 1.096380 -1.178011 -0.643477 0.7 -0.4 0.3
H 0.707069 1.733329 -0.325237 0.2 0.7 0.3
H -1.023020 -1.312709 0.783823 -0.4 -0.1 0.0
```
Forces are in eV/Å.

***

8.
DFT (wB97M-V/def2-TZVPD) results for a gas-phase ion, H3O (charge +1) at a distorted geometry.

Calculated values
ΔE to the lowest compared entry with this formula, charge and spin = 105.8 kJ/mol
Total charge = +1
Gap between HOMO and LUMO = 0.6061 hartree
2S+1 = 1

The geometry in XYZ format:
```
4
Properties=species:S:1:pos:R:3:forces:R:3
O -0.319676 -0.143798 -0.010533 5.6 -0.8 0.8
H -0.634286 0.784522 -0.318495 1.0 -1.5 -0.1
H 0.332548 -0.010207 0.802814 -2.6 0.4 -0.6
H 0.621416 -0.630516 -0.473786 -4.0 1.9 -0.1
```
Forces are in eV/Å.

***

9.
DFT (wB97M-V/def2-TZVPD) results for 2 unconnected molecules or ions with the total composition H3O2PS at a distorted geometry.

Calculated values
ΔE to the lowest compared entry with this formula, charge and spin = 94.5 kJ/mol
SMILES = O=PO.S
Gap between HOMO and LUMO = 0.3432 hartree
2S+1 = 1

The geometry in XYZ format:
```
7
Properties=species:S:1:pos:R:3:forces:R:3
O 0.136087 -1.552527 -0.445319 1.8 -0.4 0.7
P -1.061109 -2.082848 -1.067178 -1.3 1.4 -0.2
O -2.065967 -0.801113 -1.040969 -0.9 -1.0 -0.4
H -1.826088 -0.083178 -0.440356 0.3 0.0 -0.1
S 1.082606 1.475691 1.325614 1.2 1.0 0.1
H 1.510329 0.726794 0.298251 0.1 0.1 0.1
H 2.224141 2.317180 1.369957 -1.4 -1.1 -0.2
```
Forces are in eV/Å.

***

10.
DFT (wB97M-V/def2-TZVPD) results for 2 unconnected molecules or ions with the total composition H3O2PS2 at a distorted geometry.

Calculated values
ΔE to the lowest compared entry with this formula, charge and spin = 148.4 kJ/mol
SMILES = O=P(=S)S.O
Gap between HOMO and LUMO = 0.3136 hartree
2S+1 = 1

The geometry in XYZ format:
```
8
Properties=species:S:1:pos:R:3:forces:R:3
O -2.976595 -1.721698 0.389426 0.3 -0.9 0.3
P -1.794979 -0.874770 0.304571 -1.1 2.4 -1.0
S -1.837051 1.047795 0.543473 0.5 -0.9 0.5
S -0.278885 -1.468148 -0.916593 0.2 -0.6 0.3
H 0.414314 -0.398861 -0.501023 0.3 -0.1 -0.1
O 2.298259 0.915458 -0.151482 -3.7 -0.3 -3.1
H 1.372496 1.363545 -0.257016 3.1 -0.7 1.1
H 2.802441 1.136680 0.588645 0.5 1.1 2.0
```
Forces are in eV/Å.